{
  "formula": "C10H16",
  "method": "wB97M-V/def2-TZVPD",
  "symbols": ["C", "C", "C", "H", "H", "H", "H", "H", "H", "H", "H", "C", "C", "C", "C", "C", "C", "C", "H", "H", "H", "H", "H", "H", "H", "H"],
  "xyz": [[0.11786, 1.66790, 0.64579], [-0.27330, 2.50438, 1.84087], [0.79382, 2.62924, -0.41353], [0.89885, 0.93899, 0.94303], [-0.72654, 1.09893, 0.11158], [-1.22679, 2.97972, 1.69167], [1.72750, 3.05766, 0.00642], [0.62743, 3.15525, 1.99859], [-0.26834, 1.97308, 2.85677], [0.97458, 2.22685, -1.52101], [0.33227, 3.66825, -0.48319], [1.70032, -2.34688, 0.75746], [0.62757, -1.60471, 0.02945], [0.77035, -0.90952, -1.22452], [-0.64188, -1.45288, 0.65871], [-0.31945, -0.35002, -1.79241], [-1.77723, -0.96711, 0.00735], [-1.65091, -0.40350, -1.22497], [1.98951, -3.32102, 0.22927], [1.42610, -2.53592, 1.77639], [1.71089, -0.86012, -1.74695], [-0.55578, -1.94129, 1.64485], [-0.32358, 0.05322, -2.84756], [-2.80211, -1.09563, 0.58724], [-2.50890, -0.18390, -1.76103], [2.64193, -1.81545, 0.80876]],
  "forces_ev_per_a": [[0.2, -0.3, -2.0], [1.6, -0.8, 1.9], [0.3, 1.0, -1.0], [-0.6, 0.3, -0.2], [1.4, 1.2, 1.4], [-0.1, 0.7, 0.1], [0.2, -1.1, -0.3], [-1.2, 0.3, -0.1], [-0.5, 0.2, -1.5], [-0.4, 0.7, 2.6], [-0.6, -1.5, -0.3], [1.0, -1.0, -1.4], [-1.7, 1.9, -0.6], [0.5, -1.4, 1.6], [2.4, -1.7, -0.1], [-3.3, 0.7, -2.1], [-1.9, -0.8, 2.6], [2.9, -1.2, 0.1], [-0.7, 1.1, 0.8], [-0.3, -0.4, 0.4], [0.3, -0.1, 0.0], [-1.2, 0.5, -0.3], [0.5, -0.3, 1.3], [2.2, 0.5, -1.5], [-1.3, 0.9, -1.1], [0.2, 0.4, -0.1]],
  "nbo_charge": [-0.428, -0.615, -0.629, 0.198, 0.228, 0.210, 0.200, 0.201, 0.205, 0.212, 0.203, -0.639, 0.012, -0.233, -0.233, -0.194, -0.196, -0.249, 0.225, 0.217, 0.217, 0.210, 0.218, 0.222, 0.217, 0.221],
  "smiles": "Cc1ccccc1.CCC",
  "charge": 0,
  "relative_energy_kcal_mol": 44.1,
  "multiplicity": 1
}

{
  "formula": "C10H16",
  "method": "wB97M-V/def2-TZVPD",
  "symbols": ["C", "C", "C", "C", "C", "C", "C", "C", "H", "H", "H", "H", "H", "H", "H", "H", "H", "H", "C", "C", "H", "H", "H", "H", "H", "H"],
  "xyz": [[-0.29838, 0.22056, -0.42716], [0.92993, -0.17181, -1.23850], [-0.14009, 1.49832, 0.39714], [0.12237, 2.71207, -0.15968], [0.37552, 1.31379, 1.70424], [0.77118, 3.79426, 0.43824], [1.14463, 2.33649, 2.27810], [1.51891, 3.48517, 1.60023], [-1.10370, 0.24240, -1.08368], [-0.53325, -0.54568, 0.30598], [0.79852, -0.50333, -2.30210], [-0.18280, 2.81988, -1.21660], [0.17039, 0.31271, 2.18238], [0.75128, 4.82900, 0.03554], [1.39046, 2.18674, 3.34743], [1.95353, 4.23601, 2.20139], [1.46039, -0.93626, -0.69021], [1.54955, 0.80555, -1.28583], [-1.05762, -2.98161, -1.19156], [-1.60743, -4.20361, -0.39761], [-0.17111, -2.54068, -0.84920], [-0.78188, -3.27504, -2.22260], [-1.75884, -2.18241, -1.05280], [-0.85836, -4.72987, 0.17638], [-2.24002, -3.91417, 0.39363], [-2.20319, -4.80848, -0.94314]],
  "forces_ev_per_a": [[-0.3, 0.0, 1.3], [1.5, 2.1, -0.6], [1.8, -0.9, -0.7], [-1.7, -0.1, -2.5], [-1.1, -1.4, -0.2], [1.0, 0.4, 0.6], [1.0, 0.5, 1.4], [-1.9, -0.6, 1.2], [-1.8, 0.4, -1.0], [-0.1, -0.3, -0.1], [-0.4, 0.3, 1.2], [0.2, 0.1, 0.5], [0.5, 1.3, -0.2], [0.0, -0.9, 0.2], [0.2, 0.4, -0.8], [0.9, 0.8, 0.1], [0.5, -0.1, -0.1], [-0.4, -1.8, -0.2], [-0.8, -1.6, -0.3], [2.6, 2.3, 1.5], [1.6, 0.0, 1.1], [-0.8, 0.4, 0.3], [-0.7, 0.4, -1.0], [0.5, -0.6, -0.5], [-1.0, 1.0, 1.0], [-1.4, -2.2, -2.1]],
  "nbo_charge": [-0.446, -0.608, 0.027, -0.188, 0.060, 0.054, -0.145, -0.197, 0.251, 0.221, 0.253, 0.258, 0.251, 0.264, 0.261, 0.253, 0.228, 0.201, -0.613, -0.605, 0.184, 0.220, 0.195, 0.209, 0.200, 0.214],
  "s2": 0.77,
  "charge": 1,
  "relative_energy_kcal_mol": 43.5,
  "multiplicity": 2
}

{
  "formula": "C10H16AlO7",
  "method": "wB97M-V/def2-TZVPD",
  "symbols": ["Al", "C", "C", "O", "O", "H", "H", "H", "O", "H", "O", "C", "O", "C", "C", "C", "H", "H", "H", "H", "H", "H", "O", "C", "O", "C", "C", "C", "H", "H", "H", "H", "H", "H"],
  "xyz": [[-0.52047, -2.45056, 0.28831], [-1.28008, -3.65855, -4.33894], [-0.94172, -3.15555, -2.91918], [-0.50230, -2.04023, -2.63418], [-1.26961, -3.92186, -1.97494], [-2.36014, -3.76865, -4.43394], [-0.86443, -4.65769, -4.44984], [-0.98271, -2.96412, -5.12018], [1.83464, -3.68327, 0.08311], [1.98301, -3.88914, 1.02327], [0.76115, -0.16898, -0.44159], [1.53766, 0.51797, -1.06247], [2.31247, -0.11427, -1.99067], [3.14759, 0.84236, -2.72605], [2.55931, 2.14794, -2.30433], [1.83935, 2.01517, -0.97627], [2.80123, 0.53841, -3.71593], [4.21304, 0.62086, -2.73039], [1.85741, 2.47177, -3.07612], [3.23079, 3.00691, -2.36854], [0.91744, 2.58347, -0.87260], [2.40179, 2.18698, -0.05779], [-1.35952, -0.09113, 1.74108], [-1.61712, 0.64128, 2.68530], [-2.05347, 1.85979, 2.46556], [-2.36486, 2.63576, 3.58549], [-1.91993, 1.78365, 4.76684], [-1.57815, 0.39966, 4.22090], [-3.42113, 2.87893, 3.69326], [-1.81332, 3.57476, 3.60275], [-2.64695, 1.82942, 5.58007], [-1.09942, 2.22242, 5.33804], [-2.24605, -0.37311, 4.59502], [-0.55552, 0.17958, 4.52495]],
  "forces_ev_per_a": [[3.0, -0.1, -3.6], [-0.1, -0.2, 0.0], [-0.3, 1.2, 1.9], [0.6, 1.2, -0.9], [-0.7, -1.7, 1.3], [0.0, 0.0, 0.4], [0.2, 0.1, -0.1], [0.4, 0.0, 0.3], [-2.8, 1.4, 0.8], [0.2, -0.1, -0.1], [-1.0, -0.2, 1.1], [0.9, -1.6, -0.8], [0.2, 0.9, 1.5], [-1.7, -1.7, -1.0], [0.4, 3.0, -0.9], [-0.3, -1.5, -0.2], [0.5, 0.7, -0.4], [0.0, 0.1, 1.0], [-0.4, -0.4, 0.2], [0.5, -0.3, 0.5], [0.0, 0.0, -0.2], [0.4, 0.0, -0.2], [0.2, -0.5, 0.3], [-0.5, -0.8, 0.9], [-0.1, 0.3, -2.0], [0.3, 0.4, 2.0], [-0.1, 0.4, 1.8], [0.5, 0.8, -0.4], [-0.1, -0.3, -0.7], [0.0, -0.1, -0.6], [-0.5, -0.6, -0.4], [0.5, 0.0, -0.7], [0.0, -0.2, -0.5], [0.0, -0.5, -0.2]],
  "nbo_charge": [1.525, -0.667, 0.753, -0.594, -0.571, 0.253, 0.254, 0.250, -0.749, 0.439, -0.668, 0.837, -0.464, -0.078, -0.459, -0.513, 0.206, 0.212, 0.231, 0.241, 0.255, 0.248, -0.657, 0.840, -0.447, -0.072, -0.448, -0.532, 0.203, 0.205, 0.235, 0.227, 0.256, 0.250],
  "charge": 1,
  "relative_energy_kcal_mol": 12.8,
  "multiplicity": 1
}

{
  "formula": "C10H16BBeCl2F4N4",
  "method": "wB97M-V/def2-TZVPD",
  "symbols": ["Be", "B", "F", "F", "F", "F", "C", "C", "N", "H", "H", "H", "C", "C", "N", "H", "H", "H", "C", "C", "N", "H", "H", "H", "C", "C", "N", "H", "H", "H", "Cl", "C", "C", "Cl", "H", "H", "H", "H"],
  "xyz": [[0.80087, 1.55108, -3.91933], [0.04859, 0.06657, -1.47024], [0.09838, -0.24274, -0.14772], [1.19878, -0.29260, -2.11496], [-0.98525, -0.45247, -2.19127], [-0.07259, 1.41597, -1.57298], [1.92298, -2.99090, -0.59516], [3.33833, -2.66202, -0.65179], [4.43733, -2.25007, -0.82262], [1.47063, -3.28921, -1.54093], [1.48064, -2.03661, -0.30921], [1.61543, -3.58095, 0.26819], [2.96988, 1.09900, 0.26601], [3.04973, 1.67978, -1.10589], [3.11157, 2.10544, -2.18844], [3.39890, 0.09787, 0.30828], [1.94626, 1.04718, 0.63697], [3.66253, 1.65821, 0.89500], [-4.02289, 1.04034, -3.30438], [-2.81034, 1.65456, -3.69801], [-1.82966, 2.16897, -4.05118], [-4.57829, 1.68951, -2.62747], [-3.82091, 0.09842, -2.79439], [-4.60852, 0.81634, -4.19599], [-0.56951, -2.45821, 2.35088], [0.87429, -2.25359, 2.76612], [1.89949, -2.08972, 3.17519], [-0.85377, -3.50577, 2.25130], [-0.70356, -1.97761, 1.38178], [-1.13011, -1.99837, 3.16474], [-3.55232, 2.01753, 2.85835], [-1.79207, 2.33179, 2.51183], [-0.92409, 1.17435, 2.82319], [-0.87597, 0.94804, 4.51299], [-1.40428, 3.26507, 2.92011], [-1.67975, 2.49779, 1.44042], [0.12913, 1.31288, 2.57900], [-1.24003, 0.34406, 2.19160]],
  "forces_ev_per_a": [[-1.2, -0.2, 3.6], [-1.2, -1.1, 0.9], [-0.1, -0.6, 0.8], [2.2, 0.0, -2.1], [-1.3, -0.9, -0.5], [0.5, 3.7, -1.5], [-0.6, 1.0, 0.9], [3.9, 1.2, -1.1], [-3.9, -1.5, 0.8], [0.4, -0.3, 0.1], [-0.3, 0.2, -0.3], [0.5, -0.7, -0.3], [0.9, 0.2, -0.6], [-0.3, -0.4, -0.3], [-1.2, -0.6, 0.4], [-0.1, -0.2, -0.6], [0.1, 0.4, -0.1], [-0.4, 0.4, 0.2], [-1.0, -0.5, 0.2], [2.4, 1.0, -0.7], [0.7, -1.2, 0.4], [0.0, 0.0, -0.1], [0.2, 0.0, 0.1], [-0.1, 0.1, 0.0], [1.6, 0.3, 0.4], [-5.5, -1.3, -1.8], [4.2, 0.8, 1.3], [0.3, 0.0, 0.2], [-0.3, 0.2, 0.2], [-0.4, 0.1, -0.3], [1.1, 0.3, -0.1], [0.0, 0.9, -1.5], [0.5, -0.1, -1.1], [-0.2, -1.0, 2.0], [-0.6, -0.1, 0.7], [-0.5, -0.1, -0.2], [-0.1, 0.6, -0.5], [-0.2, -0.5, 0.7]],
  "nbo_charge": [1.680, 1.288, -0.534, -0.543, -0.550, -0.550, -0.739, 0.298, -0.344, 0.258, 0.261, 0.265, -0.755, 0.478, -0.493, 0.303, 0.284, 0.285, -0.765, 0.509, -0.526, 0.295, 0.304, 0.290, -0.719, 0.278, -0.333, 0.257, 0.250, 0.265, -0.057, -0.368, -0.441, -0.002, 0.227, 0.206, 0.223, 0.217],
  "charge": 1,
  "relative_energy_kcal_mol": 72.4,
  "multiplicity": 1
}

{
  "formula": "C10H16BCeN3O5",
  "method": "wB97M-V/def2-TZVPD",
  "symbols": ["N", "C", "O", "C", "C", "C", "O", "C", "B", "N", "O", "N", "C", "O", "C", "C", "C", "C", "O", "H", "H", "H", "H", "H", "H", "H", "H", "H", "H", "H", "H", "H", "H", "H", "H", "Ce"],
  "xyz": [[3.44986, -1.06879, 1.36676], [2.42458, -0.40630, 0.87077], [1.36929, 0.59098, 0.63803], [0.01437, 0.01119, 0.91873], [0.10714, -0.22998, 2.53646], [-1.32358, -0.20761, 3.33352], [-1.92576, -1.40861, 3.53069], [-0.46567, -1.21920, -0.06736], [-0.26633, -2.77941, 0.40938], [0.78208, -3.59971, -0.37529], [-1.02722, -3.46374, 1.48038], [-1.98881, -1.01258, -0.20410], [-2.48307, 0.37852, 0.19675], [-3.71927, 0.85098, 0.38524], [-1.01438, 1.16992, 0.32461], [-0.81848, 1.67170, -1.23822], [0.34103, 2.81032, -1.44725], [1.54776, 2.07009, -2.33716], [2.41571, 3.02389, -3.04553], [0.64110, -1.25251, 2.84186], [0.78118, 0.61825, 3.03646], [-1.88430, 0.74575, 3.71566], [0.12162, -1.09384, -1.09740], [0.85869, -3.17313, -1.32927], [1.70803, -3.55568, 0.12470], [-1.12301, -4.41854, 1.12830], [-2.56676, -1.65264, 0.39265], [-1.03619, 1.96929, 1.18085], [-0.70522, 0.76998, -2.00813], [-1.85174, 2.18983, -1.53670], [-0.03311, 3.81293, -1.93795], [0.84103, 3.07484, -0.41104], [1.06710, 1.35386, -3.16242], [2.24193, 1.38635, -1.68902], [2.25948, 2.83598, -4.02594], [1.26093, -0.79236, -2.49903]],
  "forces_ev_per_a": [[-8.9, 5.5, -4.8], [5.6, -2.4, 3.9], [2.5, -4.0, -0.8], [-0.8, 1.3, -0.4], [-0.5, 0.0, 1.5], [-3.3, -6.7, 0.5], [4.0, 7.8, -1.4], [-3.7, 0.4, 3.5], [-0.4, -3.2, 2.0], [-0.5, 2.6, 0.7], [2.0, 1.1, -4.8], [0.5, 1.5, 1.3], [-3.4, 2.5, 1.3], [9.0, -3.9, -1.6], [-1.3, -0.6, 1.0], [-0.4, 2.0, 1.1], [1.2, -1.1, 0.2], [0.2, 2.5, -0.7], [-2.2, -2.9, -0.3], [-1.3, 2.0, -1.0], [-1.4, -1.5, -1.5], [1.4, -1.5, -0.7], [-2.2, -0.3, 2.4], [0.4, -1.0, 0.5], [-0.9, -0.6, -0.7], [0.3, 1.6, 1.2], [0.7, -0.3, -1.0], [-0.2, -0.9, -2.3], [-0.3, 1.1, 1.1], [2.1, -1.4, 0.5], [0.8, -2.3, 0.6], [-1.0, -0.5, -2.1], [0.1, 1.1, 0.6], [-0.7, 0.6, -0.3], [0.6, 0.9, 1.6], [1.8, 0.8, -1.0]],
  "nbo_charge": [-0.113, 0.330, -0.534, 0.320, -0.584, 0.334, -0.443, -0.233, 1.107, -0.996, -0.817, -0.647, 0.671, -0.398, -0.364, -0.389, -0.433, -0.001, -0.615, 0.304, 0.303, 0.230, -0.165, 0.249, 0.447, 0.544, 0.479, 0.320, 0.067, 0.349, 0.324, 0.289, 0.009, 0.141, 0.509, 2.406],
  "s2": 0.75,
  "charge": 3,
  "energy_ev": -38898.42945,
  "multiplicity": 2
}

{
  "formula": "C10H16BNO2",
  "method": "wB97M-V/def2-TZVPD",
  "symbols": ["B", "C", "C", "C", "C", "C", "C", "C", "C", "C", "C", "N", "O", "O", "H", "H", "H", "H", "H", "H", "H", "H", "H", "H", "H", "H", "H", "H", "H", "H"],
  "xyz": [[-0.41189, -0.18404, -0.31621], [-1.32563, 1.90352, 0.18067], [-3.22611, 0.96301, 2.02005], [-2.47154, 0.11058, 1.40877], [1.87762, -0.41901, 0.39406], [0.90289, -1.33460, -1.82857], [2.06811, -0.56849, -1.16131], [-4.01083, 0.52981, 3.18594], [3.38968, -1.27323, -1.43148], [2.13378, 0.81942, -1.84349], [-1.71271, 0.51945, 0.02824], [-1.03611, 2.99447, 0.27802], [0.55001, -0.20113, 0.69551], [-0.24758, -0.70074, -1.56274], [-3.35665, 2.03182, 1.69568], [-2.42109, -1.02450, 1.71105], [2.27811, -1.31256, 0.89879], [2.60979, 0.34007, 0.70804], [0.97433, -1.50396, -2.91053], [0.79919, -2.42672, -1.37806], [-4.08540, 1.36233, 3.90353], [-5.13825, 0.31735, 2.91929], [-3.58541, -0.37350, 3.59588], [3.63246, -1.36670, -2.40380], [3.63949, -2.32539, -1.05161], [4.09701, -0.55895, -0.90028], [2.31862, 0.76656, -2.90184], [3.05492, 1.41887, -1.46013], [1.15957, 1.25691, -1.61248], [-2.45640, 0.23933, -0.86099]],
  "forces_ev_per_a": [[1.6, -0.9, 1.0], [-1.2, -1.4, -1.0], [-1.3, 1.7, 0.4], [2.2, -2.7, -2.8], [1.8, -1.3, -1.9], [2.1, -3.5, 1.1], [0.7, -1.1, -0.9], [-2.8, 0.5, 0.2], [1.0, 0.1, 4.5], [1.3, 0.3, 1.7], [-3.5, -1.1, 0.6], [0.7, 2.1, 0.3], [-1.3, 0.5, -0.3], [-2.9, 1.6, 0.8], [0.4, -1.2, 0.2], [0.0, 2.4, -0.5], [-0.6, -0.1, -0.2], [-0.8, 0.5, 0.1], [0.5, 0.4, 0.2], [0.6, 1.8, -0.7], [0.2, -0.6, 0.2], [2.1, 0.3, 0.3], [-0.1, -0.1, 0.5], [0.7, 0.3, -3.6], [-1.1, 1.4, 0.2], [-0.1, -1.1, -0.9], [-0.4, -0.3, -0.6], [-1.9, -0.8, -0.2], [0.5, 0.9, -0.3], [1.4, 1.3, 1.8]],
  "nbo_charge": [1.165, 0.308, -0.199, -0.150, -0.044, -0.050, -0.110, -0.632, -0.602, -0.609, -0.720, -0.335, -0.686, -0.686, 0.222, 0.210, 0.176, 0.184, 0.194, 0.159, 0.220, 0.214, 0.216, 0.208, 0.214, 0.205, 0.215, 0.214, 0.218, 0.280],
  "smiles": "C/C=C/[C@@H](C#N)B1OCC(C)(C)CO1",
  "charge": 0,
  "relative_energy_kcal_mol": 20.0,
  "multiplicity": 1
}